1.
Here is a gas-phase ion, C6H12NO3 (charge +1) at a distorted geometry from the Open Molecules 2025 dataset. Energies are from ωB97M-V/def2-TZVPD.

Structure (XYZ):
```
22
C6H12NO3 (ωB97M-V/def2-TZVPD)
O -2.91815 2.28323 1.46336
C -2.62716 1.19465 1.19467
O -3.44434 0.37236 0.51125
C -1.30248 0.57631 1.52683
C -0.69041 0.06084 0.20363
C 0.84167 0.01555 0.21812
C 1.29291 0.70035 -1.09913
O 2.50309 0.06312 -1.51568
C 2.28667 -1.26059 -1.26719
N 1.39818 -1.36203 -0.04291
H -3.94778 0.93415 -0.09623
H -0.71750 1.36328 1.97280
H -1.47835 -0.24730 2.20271
H -1.03452 0.72069 -0.57135
H -1.10962 -0.91695 0.01495
H 1.36388 0.53535 1.00304
H 0.59192 0.43109 -1.88538
H 1.37935 1.76505 -1.02899
H 3.17539 -1.86591 -1.18789
H 1.74777 -1.69354 -2.11333
H 1.99704 -1.60385 0.74435
H 0.69247 -2.06583 -0.24760
```

Output
**SMILES**: O=C(O)CC[C@@H]1COC[NH2+]1
**Gap between HOMO and LUMO**: 10.15 eV
**Total charge**: +1
**HOMO energy**: -13.687 eV
**Multiplicity**: 1


2.
Here is a gas-phase ion, C6H12NOS (charge +1) at a distorted geometry from the Open Molecules 2025 dataset. Energies are from ωB97M-V/def2-TZVPD.

Structure (XYZ):
```
21
C6H12NOS (ωB97M-V/def2-TZVPD)
C 0.26152 0.84109 -0.31954
C -1.02143 -0.17608 1.49773
C -2.00084 -0.85924 0.30317
C -0.74370 0.13400 -1.43993
C 0.29076 -0.04899 0.92129
C 2.90641 -0.94074 0.46464
N -1.96423 0.01011 -0.87762
O -0.40234 2.05955 -0.11565
S 1.52665 -0.91398 1.65693
H 1.31550 1.02872 -0.88318
H -1.59612 0.81079 1.66350
H -1.12144 -0.70811 2.41864
H -1.59105 -1.94588 -0.05624
H -3.06387 -0.98599 0.78893
H -0.79192 0.77964 -2.31590
H -0.20731 -0.81903 -1.63934
H 2.53983 -0.34739 -0.51400
H 3.14587 -2.01649 0.25470
H 3.82800 -0.46989 0.73366
H -2.45648 0.97902 -0.91147
H 0.08808 2.92055 0.15689
```

Output
**Gap between HOMO and LUMO (alpha / beta)**: 7.53 / 7.53 eV
**Total charge**: +1
**HOMO energy (alpha / beta)**: -12.752 / -12.752 eV
**Multiplicity**: 1


3.
Here is a gas-phase ion, C6H12NS (charge +1) at a distorted geometry from the Open Molecules 2025 dataset. Energies are from ωB97M-V/def2-TZVPD.

Structure (XYZ):
```
20
C6H12NS (ωB97M-V/def2-TZVPD)
C -0.65761 1.75527 0.04856
C -1.96111 1.66574 0.46864
C -1.75958 -0.90636 0.14957
C -1.96699 -2.19366 -0.54297
C 2.26095 0.98478 0.61765
C 1.37562 0.36401 -0.54845
N -0.08077 0.61721 -0.68330
S -2.93071 0.25411 0.05950
H 0.07696 2.47130 0.32443
H -2.36571 2.60451 0.88020
H -1.03317 -0.87692 0.85056
H -1.28444 -2.17311 -1.42043
H -3.00309 -2.16466 -0.75927
H -1.64459 -3.03163 0.03943
H 3.17255 0.29062 0.79558
H 2.55653 1.81115 0.05616
H 1.81418 1.24324 1.53867
H 1.49713 -0.63231 -0.69238
H 1.86310 0.89961 -1.50542
H -0.15232 0.69015 -1.68141
```

Output
**Gap between HOMO and LUMO**: 7.50 eV
**Total charge**: +1
**HOMO energy**: -12.988 eV
**Multiplicity**: 1


4.
Here is a gas-phase ion, C6H12NS (charge +1) at a distorted geometry from the Open Molecules 2025 dataset. Energies are from ωB97M-V/def2-TZVPD.

Structure (XYZ):
```
20
C6H12NS (ωB97M-V/def2-TZVPD)
C -1.01512 -1.69035 0.70722
C 1.20723 -0.04390 -3.36666
C -0.10856 -0.86744 1.20077
C 0.60286 -0.37955 -2.22994
C -0.65037 1.49311 1.37078
C 0.08559 0.53290 0.45340
N 1.50989 0.93314 0.37325
S -0.51355 0.74897 -1.33083
H -1.29123 -2.63286 1.06323
H -1.45554 -1.61405 -0.28637
H 1.61606 -0.86706 -3.87936
H 1.23004 1.03125 -3.72361
H 0.24703 -0.90687 2.19967
H 0.60669 -1.33821 -1.62597
H -0.19462 2.51520 1.44969
H -1.60855 1.59491 0.92936
H -0.76780 1.19215 2.38280
H 1.89312 1.29495 1.21617
H 1.62936 1.60929 -0.39205
H 2.15833 0.11449 0.16520
```

Output
**Gap between HOMO and LUMO (alpha / beta)**: 5.93 / 7.79 eV
**Total charge**: +1
**HOMO energy (alpha / beta)**: -9.365 / -14.142 eV
**Multiplicity**: 3
**<S²>**: 2.0088


5.
Here is 2 unconnected molecules or ions with the total composition C6H12O at a distorted geometry from the Open Molecules 2025 dataset. Energies are from ωB97M-V/def2-TZVPD.

Structure (XYZ):
```
19
C6H12O (ωB97M-V/def2-TZVPD)
C 1.51492 -0.59108 0.09393
C 0.93275 0.74466 0.10467
C 1.63684 1.78707 0.75680
C -1.94524 2.67352 -1.52853
C -0.95243 2.23095 -0.50768
C -0.44013 1.00382 -0.27595
H 2.66555 -0.58921 -0.09905
H 1.27172 -1.26483 1.00037
H 1.30301 -1.13661 -0.92628
H 2.62678 1.62341 1.12594
H 1.15610 2.68047 1.08878
H -2.52164 1.70734 -1.73588
H -1.58041 2.82767 -2.61242
H -2.58400 3.51118 -1.38126
H -0.71624 2.90835 0.30213
H -0.96039 0.15233 -0.61437
H -0.36859 -7.05261 2.51784
H -0.56799 -6.88304 0.92687
O -0.47060 -6.33338 1.76407
```

Output
**Gap between HOMO and LUMO (alpha / beta)**: 2.38 / 4.36 eV
**Total charge**: -1
**HOMO energy (alpha / beta)**: 0.105 / -1.873 eV
**Multiplicity**: 2
**<S²>**: 0.7701


6.
Here is 2 unconnected molecules or ions with the total composition C6H12O from the Open Molecules 2025 dataset. Energies are from ωB97M-V/def2-TZVPD.

Structure (XYZ):
```
19
C6H12O (ωB97M-V/def2-TZVPD)
C 0.52287 2.36877 0.07520
C 0.19033 1.27035 -0.89488
C 1.06397 0.68205 -1.70544
C 0.35268 -0.49278 1.33252
O -1.06705 -0.40698 1.48601
C -0.48371 -1.68214 1.23498
C -0.82371 -2.28189 -0.10892
H 0.30632 3.33787 -0.38329
H -0.07939 2.29338 0.98695
H 1.58148 2.35513 0.35689
H -0.83825 0.90771 -0.84947
H 2.11474 0.96892 -1.71102
H 0.77141 -0.13786 -2.35675
H 0.78071 -0.13004 0.39478
H 0.90000 -0.25794 2.24120
H -0.50050 -2.36158 2.08547
H -0.99109 -1.48369 -0.83879
H -1.74122 -2.87388 -0.04326
H -0.02687 -2.92987 -0.48915
```

Output
**SMILES**: C[C@H]1CO1.C=CC
**Gap between HOMO and LUMO**: 10.51 eV
**HOMO energy**: -9.390 eV
**Multiplicity**: 1


| no. | E_tot (eV) |
| --- | --- |
| 1 | -14041.73600 |
| 2 | -20780.05934 |
| 3 | -18731.66716 |
| 4 | -18728.90359 |
| 5 | -8460.38836 |
| 6 | -8461.74320 |